DFT (ωB97M-V/def2-TZVPD) results for C49H80N8O4S3Si5SnTe as an isolated structure.

## Properties
* net charge: -2
* ΔE to the lowest compared entry with this formula, charge and spin: 33.4 kJ/mol
* highest occupied orbital energy: -0.05937 hartree

Last column: Löwdin charge in e.
CARTESIAN COORDINATES (ANGSTROEM)
Sn1 -1.73862 0.88186 -0.50857  0.81
C1 -3.69012 4.49789 2.49677  -0.13
C2 -3.55598 3.53800 1.50396  -0.12
N1 -3.13904 2.31063 1.78278  0.10
C3 -2.76142 2.04136 3.03540  -0.19
C4 -2.78764 3.05502 3.99067  -0.08
N2 -3.28749 4.26485 3.74222  0.07
C5 -2.36291 0.62968 3.36339  -0.19
C6 -2.07671 0.23665 4.66792  0.04
C7 -1.82290 -1.09819 4.94525  -0.14
C8 -1.83100 -1.98565 3.88458  0.04
C9 -2.09960 -1.51626 2.60460  -0.22
N3 -2.36441 -0.23526 2.35468  0.14
C10 -2.22435 -2.46799 1.45969  -0.25
C11 -1.61252 -3.72683 1.45807  -0.15
N4 -1.83754 -4.60849 0.49803  0.08
C12 -2.64252 -4.22796 -0.49266  -0.12
C13 -3.20769 -2.97153 -0.52345  -0.13
N5 -3.00083 -2.09234 0.45650  0.13
C14 -1.61892 -1.58290 6.33492  -0.16
C15 -2.19041 -0.94081 7.42615  -0.02
C16 -2.02247 -1.46950 8.69643  -0.16
N6 -1.33251 -2.58015 8.95750  0.04
C17 -0.76488 -3.17892 7.90891  -0.14
C18 -0.87559 -2.72616 6.60354  -0.01
H1 -4.10732 5.47708 2.29107  0.10
H2 -3.75524 3.76197 0.45806  0.08
H3 -2.40879 2.90517 4.99560  0.10
H4 -2.03676 0.96708 5.46610  0.10
H5 -1.68426 -3.04470 4.05799  0.11
H6 -0.93888 -4.03449 2.25018  0.06
H7 -2.83369 -4.95472 -1.27505  0.10
H8 -3.84650 -2.64483 -1.33443  0.08
H9 -2.78760 -0.04785 7.29099  0.11
H10 -2.46808 -0.98023 9.55699  0.10
H11 -0.18436 -4.06902 8.13227  0.10
H12 -0.36234 -3.24752 5.80302  0.10
C19 -1.83778 -1.23728 -4.95497  -0.15
C20 -1.45382 -0.60564 -3.62665  -0.81
S1 -2.82142 -0.09333 -2.63276  0.44
C21 -0.16594 -0.43340 -3.30326  -0.79
C22 0.93337 -0.84180 -4.27390  -0.14
S2 0.41445 0.24994 -1.78937  0.44
H13 -2.89144 -1.51967 -4.94001  0.04
H14 -1.23997 -2.13295 -5.15917  0.06
H15 -1.69079 -0.53567 -5.78877  0.07
H16 0.71346 -0.50877 -5.29644  0.06
H17 1.06058 -1.93280 -4.29696  0.07
H18 1.87988 -0.39579 -3.96093  0.04
C23 -1.04184 7.22831 -0.26472  -0.04
C24 -0.20219 5.98120 -0.56522  -0.62
C25 1.23839 6.38288 -0.86002  -0.04
C26 -0.23278 5.02043 0.61674  -0.05
O1 -0.71130 5.36527 -1.75796  -0.10
Si1 -1.98817 4.33764 -2.01296  0.03
O2 -1.89295 2.90391 -1.36801  -0.46
O3 -2.18253 4.34846 -3.66333  -0.11
C27 -1.24036 4.08348 -4.70509  -0.64
C28 -0.35442 5.31413 -4.92584  -0.03
C29 -0.38708 2.87008 -4.35639  -0.03
C30 -2.06266 3.80495 -5.95518  -0.04
O4 -3.33564 5.15908 -1.44856  -0.13
C31 -4.68498 5.09301 -1.90757  -0.65
C32 -5.07553 3.66473 -2.29934  -0.03
C33 -5.56391 5.56956 -0.75585  -0.04
C34 -4.85038 6.03636 -3.10075  -0.03
H19 -0.76687 7.64885 0.70849  0.08
H20 -2.09906 6.95612 -0.25603  0.07
H21 -0.88412 7.98480 -1.03953  0.08
H22 1.59504 7.08846 -0.10245  0.08
H23 1.28913 6.86231 -1.84397  0.08
H24 1.87802 5.49632 -0.84989  0.05
H25 0.40637 5.38022 1.42689  0.08
H26 0.12447 4.03748 0.30337  0.04
H27 -1.25632 4.91044 0.98146  0.07
H28 0.14008 5.56430 -3.98695  0.06
H29 -0.96779 6.16886 -5.22954  0.08
H30 0.39811 5.11753 -5.69666  0.08
H31 0.23447 3.07967 -3.47759  0.07
H32 0.25638 2.59208 -5.19944  0.09
H33 -1.02652 2.02267 -4.09891  0.07
H34 -2.72668 4.64902 -6.16387  0.08
H35 -2.67280 2.91052 -5.79793  0.09
H36 -1.40904 3.64273 -6.81704  0.08
H37 -4.85239 2.97372 -1.48078  0.08
H38 -4.48660 3.33147 -3.15840  0.08
H39 -6.14133 3.60852 -2.53715  0.08
H40 -5.52880 4.85560 0.07243  0.06
H41 -6.60212 5.66944 -1.08425  0.08
H42 -5.21058 6.54091 -0.39642  0.08
H43 -4.17704 5.71587 -3.89908  0.07
H44 -4.57809 7.05498 -2.80345  0.09
H45 -5.88342 6.03365 -3.46629  0.08
C35 0.62997 -5.81934 3.73869  -0.23
Si2 1.52703 -6.18403 2.10524  0.34
C36 0.33037 -7.17568 1.04276  -0.23
C37 2.88012 -7.44115 2.54626  -0.24
Si3 2.50556 -4.30097 1.07695  -0.10
Te1 1.44004 -2.08627 1.16821  0.37
Si4 2.77166 -5.01035 -1.13620  0.31
C38 3.77032 -3.93219 -2.31306  -0.23
C39 1.06507 -5.08536 -1.92684  -0.22
C40 3.55849 -6.73466 -1.25882  -0.23
Si5 4.50067 -4.02467 2.27133  0.30
C41 5.49973 -2.52806 1.71388  -0.24
C42 3.99666 -3.67498 4.05693  -0.24
C43 5.76805 -5.43728 2.36624  -0.23
H46 0.90576 -6.53842 4.51651  0.02
H47 -0.45766 -5.86127 3.60840  0.02
H48 0.88430 -4.81583 4.10713  0.01
H49 -0.13008 -7.98373 1.62538  0.03
H50 0.84959 -7.62709 0.18881  0.01
H51 -0.46733 -6.53432 0.66008  -0.01
H52 2.45651 -8.44205 2.69148  0.02
H53 3.39957 -7.15493 3.46891  0.01
H54 3.63479 -7.50991 1.75265  0.01
H55 3.25555 -2.97709 -2.45544  0.01
H56 3.84816 -4.42046 -3.29065  0.03
H57 4.78463 -3.72618 -1.95101  0.02
H58 0.64151 -4.07265 -1.97767  0.03
H59 0.37344 -5.69265 -1.33023  0.00
H60 1.09692 -5.49900 -2.94262  0.03
H61 4.50286 -6.77664 -0.69995  0.01
H62 3.76895 -7.01375 -2.29810  0.02
H63 2.89364 -7.49698 -0.83092  0.01
H64 4.85809 -1.63945 1.67944  0.00
H65 5.92269 -2.67835 0.71170  0.02
H66 6.32549 -2.32800 2.40592  0.02
H67 3.23253 -2.88839 4.07262  0.01
H68 4.84007 -3.34695 4.67624  0.02
H69 3.56183 -4.57233 4.52072  0.01
H70 5.99330 -5.84321 1.37082  0.01
H71 5.38677 -6.26377 2.97659  0.00
H72 6.70957 -5.09424 2.81054  0.02
C44 4.40598 -0.59101 -1.34132  -0.03
C45 3.72910 0.72737 -1.21948  -0.32
C46 3.74941 1.69846 -2.17286  -0.01
C47 3.06789 2.89801 -1.89047  -0.32
N7 2.52536 3.15555 -0.71778  0.11
C48 2.53392 2.19879 0.25576  -0.86
S3 1.93249 2.42816 1.79942  0.55
N8 3.10402 0.98046 -0.05950  0.07
C49 2.94138 3.94776 -2.95525  -0.01
H73 4.56755 -0.84172 -2.38820  0.08
H74 3.80588 -1.36716 -0.86154  0.03
H75 5.37378 -0.55006 -0.83578  0.09
H76 4.22485 1.52741 -3.12995  0.12
H77 2.90949 0.21274 0.58493  0.01
H78 3.91023 4.15927 -3.41303  0.08
H79 2.51605 4.85522 -2.53302  0.05
H80 2.26455 3.58566 -3.73471  0.07